DFT (ωB97M-V/def2-TZVPD) results for a molecular structure, C45H41BaBrFN10O6.

```
105
Properties=species:S:1:pos:R:3
Ba 0.6767 0.6126 0.5708
N 2.0244 -0.6120 -4.0507
C 1.6739 -0.6710 -2.7520
N 0.6548 -0.0920 -2.2242
C -0.1587 0.7083 -3.0279
N -1.1660 1.3710 -2.5891
N -1.3587 1.3499 -1.2198
C -2.5568 1.1748 -0.8512
C -2.9538 1.1744 0.5749
C -4.2498 1.5641 0.8969
C -4.6323 1.5921 2.2273
C -3.7136 1.2197 3.1930
C -2.4461 0.8334 2.7794
N -2.0742 0.7981 1.5071
C 0.1436 0.7876 -4.4702
C -0.6325 1.5260 -5.3626
C -0.2998 1.5855 -6.7004
C 0.8227 0.9043 -7.1711
C 1.6046 0.1685 -6.3056
C 1.2611 0.1135 -4.9563
H 2.8255 -1.1365 -4.3603
H 2.3246 -1.2731 -2.1246
H -3.3550 1.0200 -1.5786
H -4.9388 1.8458 0.1113
H -5.6325 1.9010 2.5035
H -3.9657 1.2242 4.2445
H -1.6946 0.5265 3.4991
H -1.4956 2.0463 -4.9716
H -0.9080 2.1622 -7.3845
H 1.0857 0.9525 -8.2199
H 2.4817 -0.3606 -6.6587
O -1.4346 -2.5844 -2.4122
C -2.5401 -3.2227 -2.0039
C -3.3231 -3.9381 -2.9083
C -4.4756 -4.5780 -2.4765
C -4.8657 -4.5083 -1.1456
C -4.0770 -3.7982 -0.2467
C -2.9172 -3.1602 -0.6510
C -2.0067 -2.4136 0.3195
O -1.3579 -1.3766 -0.2819
N -1.0080 -3.4129 0.8169
N -0.3506 -2.9649 1.9065
C 0.9340 -2.9557 1.9582
C 1.8535 -3.1587 0.8279
Br 3.1124 -1.7125 0.7517
C 1.7711 -4.0648 -0.1467
C 2.4754 -4.0712 -1.4464
C 1.6999 -4.1949 -2.6017
C 2.2912 -4.1499 -3.8549
C 3.6665 -3.9884 -3.9728
C 4.4452 -3.8768 -2.8283
C 3.8548 -3.9214 -1.5728
H -1.2638 -1.9363 -1.5907
H -3.0168 -3.9670 -3.9470
H -5.0788 -5.1285 -3.1892
H -5.7690 -5.0027 -0.8109
H -4.3602 -3.7453 0.7999
H -2.5726 -2.1166 1.2181
H -0.3911 -3.5900 0.0232
H 1.3634 -2.5886 2.8842
H 1.0433 -4.8590 -0.0082
H 0.6216 -4.2733 -2.5190
H 1.6711 -4.2300 -4.7391
H 4.1311 -3.9602 -4.9513
H 5.5183 -3.7572 -2.9099
H 4.4681 -3.8349 -0.6863
C 5.9986 -0.3186 1.7802
N 5.2522 0.2710 0.6851
C 5.9766 0.1289 -0.5614
C 4.9465 1.6719 0.9966
C 4.2710 2.4444 -0.1157
C 5.0112 3.4533 -0.7310
C 4.4546 4.2311 -1.7393
C 3.1447 3.9881 -2.1192
C 2.4259 2.9711 -1.4911
C 2.9391 2.1502 -0.4735
H 6.1955 -1.3733 1.5748
H 5.4169 -0.2562 2.7013
H 6.9627 0.1888 1.9514
H 6.1483 -0.9327 -0.7596
H 6.9571 0.6371 -0.5378
H 5.3928 0.5527 -1.3773
H 5.8840 2.1868 1.2813
H 4.2946 1.6609 1.8768
H 6.0353 3.6419 -0.4167
H 5.0328 5.0189 -2.2090
H 2.6810 4.5939 -2.8923
H 1.3919 2.8365 -1.8241
F 5.1715 0.4604 5.5443
C 4.8383 1.6236 4.9576
C 3.5580 1.9441 4.7456
N 3.1859 3.1295 4.1585
C 1.7722 3.4209 3.9167
C 1.0925 2.4234 2.9648
O 0.2817 2.8791 2.1398
O 1.3911 1.2022 3.1074
C 4.1277 4.0648 3.7707
O 3.8616 5.1518 3.3075
N 5.4398 3.6752 3.9915
C 5.9211 2.4983 4.5507
O 7.1095 2.2865 4.6731
H 2.7513 1.2739 4.9986
H 1.7157 4.4196 3.4996
H 1.2371 3.4035 4.8700
H 6.1329 4.3356 3.6716
```

The LUMO energy comes out at 1.976 eV. As for the HOMO energy: -4.33 eV. The relative energy (zero: lowest compared OMol25 entry of this formula, charge and spin) comes out at 152.2 kJ/mol. The HOMO-LUMO gap comes out at 6.304 eV. As for the charge: -1.

DFT (ωB97M-V/def2-TZVPD) results for a gas-phase ion, C5H8N (charge +1) at a distorted geometry.

```
14
Properties=species:S:1:pos:R:3
C -1.2762 1.1710 -0.0421
C -0.2628 0.0630 -0.0261
N -1.0607 -1.1755 0.0292
C 1.0483 -0.0807 0.0361
C 2.3263 -0.6588 -0.0566
C 2.2483 0.6563 -0.0262
H -1.2290 1.9241 -0.9584
H -1.1423 1.9632 0.7887
H -2.2608 0.7943 0.1117
H -0.6241 -2.0885 -0.0359
H -1.6331 -1.3226 -0.7463
H -1.7517 -1.2617 0.8768
H 2.8842 -1.5699 0.0087
H 2.7335 1.5857 0.0405
```

The LUMO energy comes out at -3.530 eV. Its structure (SMILES) is CC([NH3+])=C1C=C1. As for the HOMO energy: -12.81 eV. The relative energy (zero: lowest compared OMol25 entry of this formula, charge and spin) comes out at 366.3 kJ/mol. The HOMO-LUMO gap comes out at 9.276 eV. As for the charge: +1.

DFT (ωB97M-V/def2-TZVPD) results for 2 unconnected molecules or ions with the total composition C4H16N3O at a distorted geometry.

```
24
Properties=species:S:1:pos:R:3
N -1.4081 0.4466 -0.0003
C -0.4547 0.8433 -1.0872
C 0.8536 0.1368 -0.6908
N 1.1191 0.5698 0.6906
C 1.6979 -0.4326 1.6080
C 1.1064 -1.8197 1.4361
N -0.3484 -1.7181 1.6829
H -1.1047 1.0359 0.7842
H -1.1548 -0.4748 0.4555
H -2.4092 0.5467 -0.1435
H -0.2946 1.9045 -1.2736
H -0.9226 0.6028 -2.0343
H 1.6323 0.5220 -1.3542
H 0.6955 -0.9121 -0.9067
H 1.5933 1.4561 0.6034
H 2.7957 -0.4650 1.5672
H 1.5472 0.0448 2.5814
H 1.6467 -2.4439 2.1411
H 1.1780 -2.0629 0.3875
H -0.6777 -2.6840 1.7543
H -0.7657 -1.4831 2.5844
H -1.8742 1.4651 -3.9094
H -2.2873 2.8749 -3.6804
O -2.1636 2.0468 -3.1960
```

The LUMO energy comes out at -2.610 eV. As for the HOMO energy: -12.81 eV. The relative energy (zero: lowest compared OMol25 entry of this formula, charge and spin) comes out at 133.5 kJ/mol. The HOMO-LUMO gap comes out at 10.201 eV. As for the charge: +1.